This record from OMol25 describes the molecule C4H11NS in a non-equilibrium geometry. The level of theory is ωB97M-V/def2-TZVPD.

Calculated values
* maximum force: 1.9 eV/Å
* SMILES: CCNCCS
* lowest unoccupied orbital energy: 0.971 eV
* E_HOMO: -8.5 eV
* frontier orbital gap: 9.5 eV

Positions of all 17 atoms, in Å:
C -1.634 -0.113 -0.244
N -0.346 -0.211 0.377
C 0.775 -0.435 -0.537
C 2.101 -0.261 0.168
S 3.443 -0.442 -1.042
C -2.562 0.839 0.486
H -1.551 0.173 -1.296
H -2.115 -1.096 -0.247
H -0.045 0.391 1.125
H 0.709 0.347 -1.317
H 0.771 -1.389 -1.058
H 2.132 0.680 0.719
H 2.260 -1.057 0.899
H 4.434 -0.602 -0.158
H -2.519 0.593 1.553
H -2.256 1.874 0.395
H -3.595 0.710 0.177